242
Properties=species:S:1:pos:R:3:forces:R:3 method="wB97M-V/def2-TZVPD" e_lumo_ev=0.567 smiles=CC1(C)CCCC(C)(C)N1O.COC[C@H](C)N.COC[C@H](C)N.COC[C@H](C)N.COC[C@H](C)N.COCCNCCOC.COCCNCCOC.COCCNCCOC.COCCNCCOC.COCCNCCOC.COCCNCCOC total_energy_ev=-116920.066 gap_ev=8.35 relative_energy_kcal_mol=29.0 molar_mass_g_mol=1312.955
C 8.272267 0.223353 5.578900 -0.5354 -0.0927 -0.1466
C 7.494988 -0.355357 6.756650 0.6594 0.4929 0.9017
C 6.644994 -1.539227 6.397880 -1.5747 -1.6573 -1.4761
O 7.324625 -2.607227 5.744139 1.7363 0.4905 0.0661
C 6.523649 -3.583130 5.168244 -0.8587 -0.3193 0.5472
N 8.421847 -0.683691 7.846302 0.1475 0.2564 0.8143
H 8.985110 1.008543 5.833316 -0.0054 -0.1363 0.4846
H 7.526675 0.725734 4.956627 0.1834 -0.2836 -0.4904
H 8.811195 -0.570939 5.064095 -0.1214 0.0869 -0.2151
H 6.830368 0.439753 7.119152 -0.4262 -0.1654 -0.2659
H 5.858741 -1.269349 5.673551 0.0381 0.6910 0.2257
H 6.073053 -2.038582 7.191797 0.2618 0.6706 0.6796
H 7.131847 -4.339803 4.676338 0.2402 0.3775 -0.2856
H 5.775996 -3.140451 4.497881 0.2916 -0.3225 -0.1088
H 5.956340 -4.157674 5.916670 -0.0846 0.1885 0.2047
H 7.899188 -0.941815 8.682725 -0.1839 -0.5214 -0.2935
H 8.814531 0.193096 8.186245 0.3822 -0.0259 -0.4454
C 7.547704 -1.658356 0.475266 0.1011 0.1565 1.9307
C 7.821364 -0.167133 0.364514 0.0670 0.6182 -0.8952
C 7.988632 0.386442 1.763443 0.5322 0.9485 0.2183
O 8.314367 1.782663 1.758548 0.7097 -0.0912 -0.4693
C 9.436361 2.133400 2.529643 0.1488 0.7030 1.2949
N 8.942552 0.170512 -0.556466 -0.0302 -0.5389 0.4171
H 8.242672 -2.066788 1.221498 0.8733 -0.3339 -0.9131
H 7.482866 -2.213094 -0.452459 0.0486 -0.0054 0.0330
H 6.691869 -1.817371 1.144542 -0.8018 0.2255 -0.8561
H 6.957054 0.323257 -0.093199 0.3981 -0.2200 0.8804
H 8.789973 -0.103066 2.322507 -0.1490 -0.4862 -0.0991
H 7.048813 0.316447 2.315853 -0.0152 -0.4148 -0.0070
H 10.462310 2.075654 2.146596 -0.3025 -0.5268 -0.9625
H 9.476734 1.588912 3.479097 -0.2138 -0.1371 -0.0284
H 9.342698 3.185358 2.809133 -0.2746 0.0437 -0.0984
H 8.530970 0.505711 -1.417040 0.1548 -0.0408 -0.1162
H 9.505195 0.938341 -0.211695 -0.1396 0.0210 0.2168
C 5.594230 2.923695 1.438268 -0.7151 1.0520 -0.7676
C 4.695923 4.177957 1.467117 -0.0943 0.2914 1.1336
C 3.705418 4.404296 0.280716 1.8839 -2.1040 0.7303
O 4.535083 4.436521 -0.875432 -0.0905 0.5692 -0.3649
C 3.807537 4.717256 -2.056110 -0.7083 -0.1173 0.0730
N 4.022634 4.147367 2.801999 -0.0895 0.3470 -1.1987
H 6.204685 2.983251 0.539588 0.1562 -0.4129 0.0988
H 4.991537 2.014848 1.461588 -0.0759 0.0286 -0.1216
H 6.226320 2.923866 2.323207 0.1913 0.0578 -0.1275
H 5.312100 5.080163 1.537139 0.4536 -0.1575 -0.7252
H 3.117252 5.305641 0.451936 -0.1810 -0.0015 -0.2572
H 3.143331 3.473066 0.160146 -0.8713 0.3248 0.4341
H 4.423463 5.317582 -2.721933 -0.1468 0.3038 0.1365
H 2.849380 5.165571 -1.773503 0.2371 0.7230 -0.2584
H 3.454181 3.864446 -2.652570 0.5521 -0.5750 0.3626
H 4.688346 3.720171 3.432295 -0.0675 0.1417 0.2727
H 3.896712 5.113763 3.089898 -0.1664 -0.1401 0.3662
C 3.563740 -8.093993 0.063279 -0.9612 0.4470 0.2197
C 4.491450 -7.647059 1.169612 1.0435 -1.1362 0.8754
C 4.240668 -6.226821 1.715734 0.7250 -0.7548 -1.0320
O 4.449124 -5.304081 0.655329 -0.3454 0.7919 0.3959
C 5.716162 -4.688722 0.756171 0.8437 -1.3428 -0.8746
N 4.457151 -8.648490 2.269839 -1.1049 0.3623 -0.1941
H 3.803747 -7.610008 -0.881367 -0.1250 0.1406 0.0539
H 2.550515 -7.813039 0.375835 -0.1228 0.0762 -0.3580
H 3.517561 -9.169309 -0.101160 0.4868 -0.0475 0.2080
H 5.508297 -7.767288 0.781874 0.1100 0.6946 -0.0019
H 4.956823 -6.061833 2.526449 0.0010 0.1575 0.0649
H 3.239919 -6.108381 2.139278 -0.0913 -0.1801 -0.2262
H 5.845009 -4.086230 1.657330 0.0479 -0.0640 -0.0536
H 5.971488 -4.147451 -0.154947 -0.6823 0.5018 0.1417
H 6.455744 -5.501507 0.700271 0.2563 0.1366 0.6342
H 3.490676 -8.610064 2.594791 0.0759 -0.4425 0.2403
H 5.005820 -8.365733 3.075180 0.1891 0.1696 -0.1528
C -2.070296 2.581497 -2.171454 1.2490 1.1718 1.0942
O -2.529654 3.045395 -0.894925 -0.2660 0.1559 -0.6153
C -3.121242 4.304620 -0.978198 -0.7247 1.6919 0.5587
C -3.287281 5.019467 0.384066 0.9961 -0.5223 -0.5308
N -1.985222 5.410359 0.923267 0.4877 1.6239 0.7896
C -1.894712 6.852445 1.299487 0.5163 -0.6207 -0.5696
C -0.840405 7.022375 2.365009 0.1453 -0.1535 0.4096
O -1.215715 6.244373 3.531816 -0.2850 1.7546 -1.2387
C -2.090605 7.003102 4.342461 0.6781 -1.2008 2.7026
H -2.137847 1.507158 -2.028467 0.7820 0.2656 -0.9179
H -1.063299 2.965471 -2.373521 0.3907 -0.3679 0.4842
H -2.601878 3.011293 -3.025029 -0.5245 -0.3350 0.3495
H -4.128278 4.332930 -1.421338 -0.0427 -0.7907 -0.1618
H -2.548437 4.995116 -1.610927 0.3903 -0.1413 0.0522
H -3.863153 4.407485 1.080998 -0.0534 -0.0403 -0.0087
H -3.836832 5.937332 0.165087 -0.2774 -0.0953 0.0309
H -1.733797 5.033663 1.830241 -0.5484 -1.1277 -0.2840
H -2.833713 7.230098 1.717910 -0.1596 0.0708 -0.1936
H -1.580403 7.481474 0.461546 -0.3307 -0.0472 -0.1992
H -0.730339 8.091896 2.572150 -0.2387 -0.0077 0.4753
H 0.168960 6.725539 2.076521 -0.1721 -0.5154 -0.2073
H -3.053723 7.390411 4.010944 0.2255 -0.1370 -0.8263
H -1.544725 7.757531 4.923723 0.0824 0.5466 -0.7073
H -2.282302 6.305592 5.168523 -0.6112 -0.0484 -0.1871
C -11.091014 -0.370067 -0.829338 -1.3841 1.0081 0.3664
O -10.290860 0.085284 -1.877044 0.7404 -0.2559 -0.2041
C -10.814920 1.205046 -2.547371 0.6189 0.7047 -0.0018
C -9.763056 1.783971 -3.465071 1.1742 -0.0816 -0.2639
N -8.517854 2.139590 -2.788690 -0.9932 0.2470 0.9589
C -7.433113 2.668226 -3.580059 -0.0723 -0.6762 -0.1642
C -6.311958 1.673609 -3.707827 1.4677 0.4573 0.3148
O -5.504670 1.687013 -2.523445 -0.9345 0.0817 0.3603
C -4.255042 1.052773 -2.621376 -0.5844 -0.6511 -0.3815
H -10.582299 -1.042777 -0.143604 0.1605 -0.3594 -0.5705
H -12.039701 -0.741985 -1.239535 0.2011 -0.6494 0.1998
H -11.429423 0.465673 -0.194388 0.2778 0.1519 -0.0369
H -11.060384 1.978948 -1.811786 -0.3327 -0.0542 0.0398
H -11.666310 0.976524 -3.196869 -0.3046 -0.2361 0.3587
H -10.156130 2.694676 -3.920400 -0.1845 -0.0995 -0.1286
H -9.544928 1.050972 -4.255646 -0.2669 -0.0180 -0.2529
H -8.225972 1.380860 -2.188307 0.1255 0.0286 0.0200
H -7.013048 3.592443 -3.171962 -0.1801 0.0707 -0.0220
H -7.769284 2.842677 -4.607235 -0.1745 0.2496 0.0838
H -5.656206 2.021342 -4.513868 -0.0468 -0.3527 -0.3383
H -6.714579 0.674354 -3.891968 0.1421 -0.1492 -0.1887
H -3.587063 1.614472 -3.283319 -0.7269 -0.6937 -0.1465
H -4.332477 0.016287 -2.961035 -0.1461 -0.0553 -0.2582
H -3.801622 1.009299 -1.630347 -0.4876 0.2700 0.0154
C 4.745443 0.294705 -0.785584 -0.2403 0.5016 0.2404
O 4.269754 -0.944242 -1.232452 -0.4010 -0.7019 -0.1360
C 3.606725 -0.947525 -2.470281 -0.7668 0.9216 -0.4929
C 2.199631 -0.306422 -2.427207 1.5472 -0.6658 0.0796
N 1.495877 -0.638811 -3.648566 -1.1421 0.3916 1.0268
C 0.503354 0.356500 -3.980785 -0.7458 -0.6724 -1.1502
C -0.115724 0.009794 -5.356584 1.0368 0.6415 0.8048
O 0.905570 0.309934 -6.300195 0.0101 1.1545 -0.2703
C 0.393690 0.475467 -7.588603 -1.2252 -1.0825 -1.2083
H 5.814720 0.369696 -1.008754 -0.7026 0.3388 -0.3953
H 4.595789 0.373060 0.295641 0.2088 -0.4557 -0.0279
H 4.187664 1.159175 -1.161681 0.1287 -0.0952 -0.4311
H 3.467080 -1.964021 -2.837398 0.3649 -0.2071 0.3050
H 4.148532 -0.366869 -3.226653 0.4165 -0.2200 -0.0484
H 2.356951 0.771485 -2.304584 -0.3042 0.1716 -0.0938
H 1.732245 -0.680376 -1.512960 -0.5275 -0.0096 -0.1923
H 2.010042 -0.929005 -4.465566 0.5411 0.2957 0.2078
H 0.905068 1.376923 -4.042693 0.1937 0.0462 -0.2180
H -0.306380 0.447577 -3.249879 0.1222 -0.5461 0.2623
H -1.011743 0.628258 -5.463020 -0.0279 0.0043 -0.4909
H -0.331822 -1.054225 -5.499332 -0.3912 -0.0574 0.4689
H 1.093533 0.765802 -8.371282 0.6813 -0.0951 0.6157
H -0.453635 1.159578 -7.730318 0.0891 0.3268 0.8147
H -0.038397 -0.492731 -7.894650 0.1213 -0.0266 -0.2565
C -2.993280 -5.235097 -3.496489 0.6252 -0.3221 -1.0829
O -3.179853 -3.939620 -2.968790 -0.0608 -0.7374 0.0306
C -2.821726 -2.887933 -3.825395 -0.5674 1.6159 0.8696
C -3.851172 -2.511936 -4.881569 0.7279 -0.7618 -0.0803
N -3.708647 -1.113664 -5.279663 -0.2578 -1.2627 0.0971
C -4.762581 -0.758615 -6.207969 1.0066 0.4736 -1.2363
C -4.454808 0.617594 -6.781255 0.3698 1.6496 1.2110
O -3.294200 0.716328 -7.641001 -0.7221 -1.0065 0.0906
C -3.324266 -0.213009 -8.705844 0.1448 -0.5316 0.2288
H -2.074720 -5.324336 -4.093035 0.2256 0.4201 0.1625
H -3.761426 -5.515877 -4.223017 -0.4098 -0.0563 0.3675
H -2.870641 -5.986904 -2.720660 -0.4827 0.2371 0.3061
H -1.818975 -3.011762 -4.245930 0.0212 -0.1572 -0.0153
H -2.830010 -2.011387 -3.165263 0.4239 -0.1890 -0.2431
H -4.861906 -2.637578 -4.487102 0.0190 -0.1234 0.1142
H -3.681053 -3.261825 -5.668810 -0.5504 0.3254 -0.5808
H -2.765179 -0.903122 -5.580372 -0.1316 0.0535 -0.4229
H -5.703565 -0.959398 -5.694687 -0.2246 0.8683 -0.0568
H -4.842189 -1.326312 -7.149427 0.1642 -0.9017 0.4306
H -4.116808 1.283354 -5.982633 -0.3227 -0.1048 0.2707
H -5.325465 1.126595 -7.204020 -0.0605 -0.3539 -0.5004
H -2.397369 -0.132819 -9.272056 -0.2356 0.4929 -0.2452
H -4.237998 -0.099259 -9.296853 0.2149 0.1621 -0.3326
H -3.311690 -1.252404 -8.355510 -0.0441 0.0395 0.1472
C -0.594141 1.164485 1.183602 -0.7972 1.6942 0.4406
O -0.160805 1.295341 2.531456 0.2735 0.4795 -0.8595
C 1.050163 2.086924 2.561477 -0.9069 -1.6403 0.2107
C 1.507687 2.009369 4.017773 1.5784 1.3497 -0.6245
N 1.936280 3.309030 4.548763 -0.8392 0.0176 0.7426
C 0.832654 4.267093 4.609086 0.5586 -0.3231 -0.1891
C 1.170987 5.411130 5.538099 -1.3712 0.2352 -0.4437
O 2.216491 6.208045 5.018835 0.5699 -0.1821 0.4184
C 2.875962 6.958110 6.020939 -0.1960 0.2970 -0.0707
H 0.075185 0.546595 0.591400 -0.2758 -0.3022 -0.0804
H -0.710928 2.163397 0.737196 0.8165 0.1707 -0.1860
H -1.664368 0.953620 1.167562 0.2170 -1.2007 0.2492
H 0.875734 3.087982 2.161213 -0.1631 0.1618 0.2542
H 1.756807 1.601008 1.880002 0.2640 0.0398 0.0552
H 2.434888 1.435307 4.050712 -0.3094 -0.6107 0.1153
H 0.724085 1.560695 4.622550 0.0315 -0.0074 0.0745
H 2.657856 3.695688 3.933717 -0.4749 -0.4265 0.2012
H -0.082474 3.791304 4.973615 0.1202 -0.1418 0.2429
H 0.558808 4.593253 3.600573 0.0324 0.5147 0.1072
H 1.328193 5.019347 6.547228 0.6107 -0.0040 -0.0704
H 0.281314 6.053532 5.597666 -0.0252 0.0165 0.1347
H 2.190486 7.355755 6.776356 -0.2518 -0.0564 -0.0890
H 3.329831 7.821168 5.536143 0.2162 -0.0938 -0.0237
H 3.626823 6.380431 6.564984 0.1040 -0.1607 -0.1580
C 4.410391 -0.992630 3.368101 -0.6574 0.2407 0.3129
O 3.541731 -1.111811 2.258260 0.2067 0.2512 0.1895
C 3.494338 -2.334280 1.547893 -0.5639 -0.1715 -0.7466
C 2.421471 -3.260522 2.108166 0.0380 -0.5395 0.2499
N 1.069650 -3.017604 1.602586 -0.1636 0.6588 -0.1026
C 0.897231 -3.345489 0.189654 0.3860 -1.0833 0.4322
C -0.443400 -2.926264 -0.334064 -0.7304 -0.6058 -1.9007
O -0.648700 -1.529132 -0.343264 -0.2349 0.6121 0.3705
C -1.972603 -1.128212 -0.679438 -0.4823 -1.2349 0.3912
H 4.952922 -1.888527 3.680988 -0.0068 0.0730 -0.7822
H 3.836257 -0.723507 4.259460 -0.2185 0.0818 -0.0138
H 5.077878 -0.151705 3.182623 0.3772 -0.1196 -0.0060
H 4.484142 -2.777888 1.408961 -0.2243 0.1340 0.3165
H 3.124895 -2.066370 0.558677 0.4414 0.1701 -0.1235
H 2.534215 -3.191347 3.194930 -0.7662 0.1465 0.1402
H 2.563393 -4.327530 1.909961 0.4950 0.3675 -0.2940
H 0.741629 -2.061987 1.709451 0.3434 0.0731 0.3808
H 0.955203 -4.439001 0.090925 -0.4113 -0.1078 0.1672
H 1.717211 -3.098781 -0.501540 -0.0428 0.9127 0.1681
H -1.284057 -3.510275 0.057976 0.1205 0.4806 0.9518
H -0.502077 -3.262893 -1.382632 0.3302 0.0240 -0.1956
H -2.116843 -0.053711 -0.653770 0.5856 0.0469 -0.1096
H -2.710383 -1.545275 0.016642 0.3314 0.1277 0.3448
H -2.330096 -1.556687 -1.622795 0.5704 0.3313 -0.0855
C -8.464329 -3.189011 -0.353280 -0.4697 0.1179 -1.5025
C -7.225948 -2.422764 -0.884057 0.6545 -0.2144 0.3450
C -7.071869 -1.167816 0.027173 -0.1486 0.0176 -0.6908
C -6.485437 -1.465502 1.394723 0.8027 -0.2768 0.4790
C -5.230776 -2.338717 1.251612 0.8031 1.5141 -0.4087
C -5.380269 -3.604656 0.438468 -0.1060 -1.1403 0.4529
N -6.019782 -3.266808 -0.826874 0.7991 1.6279 0.2657
O -6.050813 -4.318311 -1.771009 -0.0268 -0.0071 0.4060
C -3.973069 -4.126319 0.163539 0.6688 0.5056 -1.3226
C -6.128265 -4.660925 1.299868 0.0012 0.5563 0.3980
C -7.292926 -1.934256 -2.351574 -1.1197 0.0675 0.0358
H -8.883783 -2.779631 0.563102 0.3062 -0.1535 0.2341
H -8.241087 -4.248197 -0.268331 -0.1730 -0.0099 0.1298
H -9.254334 -3.077444 -1.104022 -0.1295 -0.1841 0.0862
H -6.566791 -0.381486 -0.540940 0.5261 -0.0924 0.2604
H -8.084367 -0.776803 0.159588 -0.0372 0.0360 -0.0750
H -7.271568 -1.862649 2.039905 0.1623 -0.2643 0.0939
H -6.080159 -0.579695 1.888590 -0.5837 0.3283 -0.0736
H -4.563714 -2.456596 2.113153 -1.0453 -0.7240 0.7461
H -4.520962 -1.629131 0.793828 -0.3060 -0.3184 -0.9966
H -3.891411 -5.032831 -0.440033 -0.4883 -0.4271 0.5732
H -3.473024 -3.437799 -0.528227 -0.1306 0.2365 0.3389
H -3.357508 -4.183819 1.060203 -0.1913 -0.2208 0.1228
H -6.834810 -4.192057 1.989928 -0.2700 0.0899 -0.2960
H -6.664285 -5.384270 0.689775 0.2599 -0.2236 0.0546
H -5.408594 -5.120506 1.979565 0.0178 -0.3854 -0.2679
H -7.560809 -2.700769 -3.080534 -0.0048 -0.2894 0.2858
H -6.363437 -1.489005 -2.710532 0.1845 0.0164 0.4514
H -8.081899 -1.179771 -2.431164 0.0151 0.0887 0.0363
H -5.282995 -4.073873 -2.307958 -0.0049 -0.3152 -0.1429